Computed, not measured: C22H25MnN3 as an isolated structure, with wB97M-V/def2-TZVPD.

**Gap between HOMO and LUMO (spin up / spin down)**: 4.745 / 5.602 eV
**⟨S²⟩**: 0.9240
**HOMO level (spin up / spin down)**: -21.9 / -21.9 eV
**Net charge**: +4
**Energy**: -2166.77019 a.u.
**2S+1**: 2

```
51
Properties=species:S:1:pos:R:3:forces:R:3
C -0.5518 -1.0754 -3.7117 0.02 0.00 -0.44
H -3.0946 -3.6456 1.4085 -0.05 -0.06 -0.05
Mn 0.6887 -0.3455 0.1195 -0.75 0.35 -0.23
C 1.8228 4.1886 -0.8021 0.02 0.02 -0.08
C 0.0698 -0.0382 -4.4132 -0.04 -0.01 0.04
H -0.4312 -1.8062 2.6679 -0.14 -0.06 0.02
C 0.7213 0.9658 -2.3569 -0.11 -0.08 0.29
C 1.5047 3.8827 0.5072 0.13 0.22 0.05
H -1.9504 -2.5380 3.0075 -0.06 0.02 0.05
C 1.1288 2.0024 -1.4136 -0.15 -0.26 0.26
C 2.1414 -1.2249 3.4039 -0.06 0.09 -0.26
H -3.4195 -4.3870 -0.9426 -0.02 -0.01 -0.01
C -1.4965 -1.7875 2.3594 0.21 -0.02 -0.31
N 0.2085 -0.0986 -1.7104 0.22 -0.14 0.33
H -1.0950 -1.8493 -4.2385 0.02 0.02 -0.03
H 1.0994 1.8521 -4.2662 -0.01 -0.02 -0.04
C -2.0184 -2.9407 -1.7160 -0.25 -0.23 -0.20
H 1.0775 3.1986 2.9240 -0.09 0.07 0.02
H -1.9520 -0.8214 2.5830 -0.15 -0.08 0.01
C -2.7298 -3.5854 -0.7063 -0.02 -0.05 -0.09
H 1.3744 -1.8447 3.8659 0.07 0.01 0.04
H 2.7620 0.0240 0.0766 0.05 -0.02 0.07
H 2.2018 5.1688 -1.0653 0.00 0.03 0.00
C 0.6863 1.0098 -3.7271 0.03 0.03 -0.39
C 0.7400 2.3667 2.3062 0.14 -0.22 -0.25
C -2.5478 -3.1772 0.6002 -0.12 -0.17 0.15
H 3.0896 -1.7658 3.3667 -0.02 0.01 0.07
H 1.8399 3.4270 -2.8221 0.01 0.02 0.02
H -0.1513 0.1609 2.7314 0.00 0.10 -0.07
C 1.6280 3.2159 -1.7819 0.12 0.38 -0.12
N 0.8637 1.6752 -0.1025 0.07 -0.27 0.23
H 1.3255 1.5147 2.6990 -0.04 0.12 0.02
H 0.9310 -2.9411 1.4812 -0.01 -0.09 -0.02
H 3.8376 -0.5879 1.2897 -0.02 -0.08 0.00
H 2.2630 -0.2884 3.9468 0.02 -0.05 0.03
C -0.4828 -1.0685 -2.3443 0.05 0.14 0.37
N -0.9708 -1.5470 -0.0800 0.60 0.40 0.36
C -1.6505 -2.1710 0.9191 -0.12 0.16 -0.16
C 1.0489 2.6245 0.8608 -0.27 -0.15 -0.04
H 1.3835 -2.1138 -0.0316 0.17 -0.21 0.11
H 0.0210 -0.0181 -5.4964 0.02 0.00 0.01
H 2.6444 -2.7138 0.9898 0.05 0.05 0.04
H -2.1534 -3.2190 -2.7532 -0.01 -0.03 0.01
C 2.8845 -0.0630 1.1919 -0.01 -0.25 0.04
H 2.9618 0.9376 1.5990 0.11 0.04 0.00
C -1.1720 -1.9215 -1.3853 0.01 0.08 0.36
C 1.7805 -0.9249 1.8869 -0.01 0.05 -0.33
C 1.6591 -2.2501 1.0714 0.11 0.18 -0.05
C 0.4227 -0.1811 1.8862 0.25 -0.24 0.23
H 1.6192 4.6222 1.2891 0.02 0.05 -0.04
H -0.3270 2.2183 2.4818 -0.01 0.16 0.00
```
Forces are in eV/Å.